{
  "formula": "C20H24IrN4O4S4Se",
  "method": "the ωB97M-V functional and the def2-TZVPD basis",
  "species": ["Ir", "Se", "S", "S", "S", "S", "O", "O", "O", "O", "N", "N", "N", "N", "C", "C", "C", "C", "C", "C", "C", "C", "C", "C", "C", "C", "C", "C", "C", "C", "C", "C", "C", "C", "H", "H", "H", "H", "H", "H", "H", "H", "H", "H", "H", "H", "H", "H", "H", "H", "H", "H", "H", "H", "H", "H", "H", "H"],
  "positions_angstrom": [[1.024, 0.652, -0.448], [0.368, 3.751, -4.108], [3.273, -0.151, 0.453], [2.021, 2.896, 0.390], [0.312, 0.348, 1.888], [1.092, -2.649, -0.805], [1.903, -2.589, 0.390], [1.389, -3.648, -1.784], [-1.031, 0.235, -2.925], [-0.558, -1.078, -4.712], [0.719, 2.816, -2.620], [1.174, -1.159, -1.496], [-0.585, 2.027, -0.875], [-1.436, 3.940, -3.807], [-0.466, 2.701, -2.000], [-0.531, -0.537, -3.673], [-2.944, 3.202, -2.064], [0.942, 3.085, 1.832], [-1.874, 1.892, -0.341], [0.812, 1.878, 2.731], [-0.578, -2.861, -0.257], [1.519, -0.804, 2.559], [3.599, 2.542, 1.198], [-2.832, -2.138, 0.080], [-2.158, -4.315, 0.802], [-0.876, -4.082, 0.337], [-1.672, 3.338, -2.675], [4.272, 1.342, 0.576], [1.198, -1.100, -2.867], [-3.020, 2.471, -0.889], [-4.541, -3.604, 1.200], [-3.154, -3.348, 0.684], [-1.551, -1.885, -0.392], [2.962, -0.532, 2.210], [1.299, 3.932, 2.424], [-2.392, -5.269, 1.255], [-3.598, -1.383, -0.044], [4.550, 1.551, -0.458], [1.699, -0.225, -3.271], [-1.970, 1.285, 0.550], [1.381, -2.032, -3.389], [-0.116, -4.846, 0.424], [-4.730, -4.669, 1.316], [0.070, 2.093, 3.500], [3.422, 2.391, 2.261], [-4.682, -3.133, 2.175], [3.369, 0.281, 2.810], [3.536, -1.430, 2.440], [-3.958, 2.317, -0.379], [4.241, 3.417, 1.100], [1.394, -0.813, 3.643], [-3.806, 3.648, -2.532], [-0.021, 3.379, 1.414], [-5.292, -3.195, 0.526], [5.195, 1.112, 1.111], [-1.334, -0.950, -0.888], [1.216, -1.773, 2.171], [1.749, 1.674, 3.248]],
  "multiplicity": 5,
  "total_charge": 1,
  "e_above_lowest_kcal_mol": 14.1,
  "gap_ev": [5.028, 6.898],
  "lumo_energy_ha": [-0.1743, -0.1764]
}